1.
C41H28Br5FeN4O3PS | ωB97M-V/def2-TZVPD

- HOMO (alpha / beta) (eV) = -1.4 / -1.3
- expectation value of S² = 6.0102
- net charge = -2
- multiplicity = 5
- Kohn-Sham gap (alpha / beta) (eV) = 4.86 / 4.81
- relative energy (zero: lowest compared OMol25 entry of this formula, charge and spin) (kcal per mole) = 0.00
- E_tot (eV) = -459797.8741

Geometry as XYZ:
```
84
Properties=species:S:1:pos:R:3:forces:R:3
Fe 0.50681 2.02766 0.37358 0.92 0.18 -0.68
O -0.76258 1.80898 2.02392 -1.38 0.97 -1.41
N -0.40864 1.10920 3.02748 0.33 -0.92 1.60
C -1.37319 0.65764 3.89257 -0.37 0.64 0.07
C -1.08421 0.09931 5.12915 -0.38 -0.94 -1.26
C 0.27078 -0.23498 5.39862 -0.89 1.03 -1.12
C 1.19464 0.13895 4.47357 0.44 0.47 -1.33
C 0.92187 0.88047 3.23496 -0.17 -1.11 2.38
S 2.09092 1.48467 2.22077 0.64 0.08 -0.21
H -2.39311 0.88905 3.50287 0.96 -0.31 0.53
H -1.93167 -0.36919 5.63575 0.37 0.46 0.26
H 0.58729 -0.72684 6.28152 0.07 -0.49 0.73
H 2.22948 -0.12910 4.60274 0.25 0.11 0.10
Br 5.45246 6.95939 -1.45896 -0.68 0.10 0.39
C 3.80384 6.20008 -0.84925 -1.03 -1.08 -0.05
C 2.86686 6.75215 0.02843 2.17 1.43 -0.65
Br 3.21570 8.49035 0.75771 0.43 0.10 -0.27
C 1.74474 6.09847 0.47477 -1.46 -0.22 0.42
Br 0.43224 7.11109 1.48474 0.05 -0.65 -0.16
C 1.42760 4.76918 0.17595 1.04 0.52 -0.18
O 0.39920 4.16272 0.64181 0.34 -0.78 -0.43
C 2.42482 4.12309 -0.71324 -1.16 -1.72 -0.28
O 2.22776 2.84377 -1.00135 -0.39 1.74 0.79
C 3.46461 4.88433 -1.28096 0.05 -0.55 0.64
Br 4.53893 3.78128 -2.42512 0.20 0.58 -0.02
Br -3.60567 -5.55410 1.96986 0.13 0.29 -0.41
C -3.57765 -3.70421 1.39753 0.58 -1.06 0.26
C -2.39905 -3.00969 1.42368 2.62 1.29 0.90
C -2.39553 -1.59259 1.28878 0.38 -1.95 -0.18
C -3.60033 -0.93469 1.12171 0.36 0.83 0.30
C -4.77830 -1.64010 1.23910 -1.00 -2.59 -1.41
C -4.76594 -3.08608 1.19635 -1.15 2.42 1.52
N -3.65316 0.45370 0.92372 1.33 2.05 -1.40
C -2.62402 1.02927 0.30991 -1.87 -3.54 1.84
C -2.60775 2.39541 -0.13266 -0.93 -0.99 0.13
C -3.72764 3.15786 0.10543 0.28 0.70 0.53
C -3.72917 4.42706 -0.39854 -0.47 0.39 0.14
C -2.61978 4.94470 -1.06989 -1.31 -1.12 0.15
C -1.62938 4.01957 -1.30832 2.34 -0.15 -0.98
N -1.59371 2.72977 -0.90131 -0.23 1.72 0.12
H -1.41882 -3.50128 1.71930 -1.39 0.50 -0.68
H -1.47845 -0.99435 1.27183 -0.08 -0.56 0.11
H -5.75687 -1.17718 1.15575 0.27 0.32 0.08
H -5.67873 -3.65153 1.37943 0.05 0.26 -0.45
H -1.76073 0.41374 0.05782 0.17 0.29 -0.41
H -4.48645 2.80251 0.78640 -0.17 -0.20 -0.31
H -4.64739 4.96254 -0.24521 -0.08 0.76 0.00
H -2.68437 5.95228 -1.44235 0.60 0.09 -0.15
H -0.71094 4.27051 -1.86580 -0.62 0.21 0.24
N 0.35127 0.12421 -0.31162 0.10 -0.17 -0.48
P 0.89509 -1.09190 -1.05071 0.58 -0.20 0.53
C 1.96259 -0.97860 -2.57937 -0.10 0.70 0.13
C 2.09581 -2.03063 -3.49412 1.20 -0.32 1.32
C 3.12790 -2.00203 -4.45110 -2.15 1.18 0.81
C 3.77708 -0.80906 -4.70542 0.42 -0.34 -0.88
C 3.54168 0.25393 -3.88136 -0.18 2.54 1.47
C 2.68310 0.22291 -2.76837 -0.53 -2.61 -0.78
C -0.39954 -2.28023 -1.60179 -0.79 -0.78 -0.49
C -0.32307 -3.66357 -1.43555 1.25 -1.09 0.79
C -1.28019 -4.60473 -1.85758 0.14 0.74 0.51
C -2.43529 -4.10087 -2.46634 0.15 -1.28 0.01
C -2.52036 -2.72438 -2.66366 -1.26 -0.70 -0.26
C -1.57016 -1.83149 -2.24590 1.13 -0.91 0.43
C 1.93015 -2.30364 0.00790 -0.72 -0.64 0.00
C 2.78308 -3.29052 -0.51252 0.05 -0.80 2.70
C 3.21888 -4.33728 0.33847 1.26 -0.31 -1.37
C 2.83791 -4.46253 1.64787 0.21 1.48 0.73
C 2.02449 -3.46267 2.21398 -0.65 0.63 -1.34
C 1.52416 -2.42718 1.36985 1.10 -1.20 -0.59
H 1.56666 -2.94974 -3.21836 0.06 0.18 -0.72
H 3.14581 -2.78458 -5.12867 0.53 -1.59 -1.19
H 4.40297 -0.70198 -5.61223 -0.22 -0.08 0.78
H 3.98271 1.24616 -4.02148 0.22 -0.47 -0.37
H 2.48227 0.98767 -2.05018 0.40 1.03 0.05
H 0.55983 -4.10853 -0.90157 -0.95 0.63 -0.62
H -1.04558 -5.65065 -1.57110 -0.67 0.66 -0.56
H -3.26232 -4.78409 -2.79501 0.86 0.80 0.33
H -3.43557 -2.38393 -3.13687 0.11 0.30 -0.03
H -1.71261 -0.81397 -2.44679 -0.11 1.47 -0.09
H 3.20684 -3.37915 -1.46396 0.10 0.67 -1.58
H 4.02435 -5.05995 -0.01934 -1.28 0.95 0.18
H 3.41753 -5.15083 2.23828 -0.43 -0.44 0.42
H 1.73118 -3.47527 3.25811 0.05 -0.06 -0.05
H 0.79403 -1.71570 1.70201 -0.09 0.40 0.44
```
Positions in Å, forces in eV/Å.


2.
C41H28BrClLuN3O7PS | ωB97M-V/def2-TZVPD

- HOMO (eV) = -10.6
- net charge = +1
- multiplicity = 1
- Kohn-Sham gap (eV) = 6.67
- relative energy (zero: lowest compared OMol25 entry of this formula, charge and spin) (kcal per mole) = 0.00
- E_tot (eV) = -198083.0193

Geometry as XYZ:
```
84
Properties=species:S:1:pos:R:3:forces:R:3
Lu -0.74116 0.84076 0.29371 1.64 1.52 0.35
Cl -3.19926 2.12823 -6.47475 0.09 -0.03 0.11
C -2.27000 1.95125 -5.01711 -0.04 -0.01 -0.19
C -1.01905 1.33902 -5.05779 0.10 -0.05 -0.04
C -0.27502 1.19957 -3.90559 0.01 0.04 -0.25
C -0.76275 1.64681 -2.67757 0.19 0.00 0.52
O -0.03732 1.46444 -1.57789 -0.16 0.15 -0.87
C -2.02928 2.26752 -2.63710 -0.51 0.21 0.16
C -2.69467 2.76878 -1.43892 0.15 -0.16 -0.41
N -2.26770 2.64604 -0.23650 0.06 -0.09 0.50
C -2.96121 3.18692 0.89286 0.37 -0.24 -0.53
C -4.10048 3.93125 0.83709 -0.39 0.16 0.16
C -4.74067 4.36563 2.02100 0.05 -0.03 -0.20
C -4.22441 4.05296 3.24225 0.07 -0.06 0.08
C -3.01712 3.31669 3.33021 -0.06 0.12 0.29
C -2.40845 2.98101 4.56516 -0.16 0.08 0.06
C -1.22048 2.31514 4.58801 0.06 0.04 -0.12
C -0.62502 1.98223 3.35818 0.11 0.04 0.09
N -1.16432 2.25506 2.19412 -0.26 0.02 -0.04
C -2.36952 2.90900 2.15713 0.26 -0.10 -0.13
C -2.76305 2.41435 -3.82769 -0.08 0.09 0.10
H -0.63708 0.97569 -6.00356 0.00 0.00 0.03
H 0.69588 0.72542 -3.92630 0.02 -0.03 0.01
H -3.64396 3.26247 -1.64778 0.02 0.10 0.05
H -4.54499 4.18499 -0.11610 -0.03 0.01 0.05
H -5.65213 4.94264 1.94402 0.01 -0.01 0.00
H -4.71858 4.36960 4.15229 0.02 -0.01 -0.01
H -2.90133 3.26566 5.48760 0.00 0.00 -0.03
H -0.73014 2.04715 5.51299 -0.01 0.02 -0.02
H 0.33362 1.47464 3.33139 -0.01 -0.06 0.01
H -3.73515 2.89213 -3.80085 0.02 -0.02 0.00
O -2.33988 -0.25493 -0.69918 -0.78 -0.32 -0.09
S -2.84049 -0.88767 0.55914 -0.18 -0.27 0.10
O -4.21853 -0.68958 0.84322 -0.14 0.00 0.05
O -1.89367 -0.39161 1.62052 -1.05 -0.61 0.24
C -2.48604 -2.58634 0.38270 0.12 -0.30 0.01
C -3.49562 -3.49355 0.66791 0.19 -0.05 -0.11
C -3.21981 -4.84924 0.55636 -0.04 -0.06 0.01
C -1.95658 -5.27049 0.17492 0.03 -0.01 -0.01
C -0.95475 -4.34609 -0.09781 0.06 -0.09 -0.03
C -1.19575 -2.98377 -0.00232 -0.24 0.10 -0.05
P 0.15789 -1.76353 -0.30172 -0.02 -0.49 0.21
C 1.49180 -2.53478 0.66397 0.17 -0.14 -0.10
C 2.51178 -3.28282 0.08311 0.11 -0.07 0.03
C 3.50029 -3.85922 0.87405 -0.07 0.03 0.02
C 3.46318 -3.70717 2.25238 -0.01 0.02 0.00
C 2.43571 -2.97798 2.84173 0.06 0.00 -0.05
C 1.46288 -2.38827 2.05121 -0.05 0.03 0.05
C 0.61668 -1.97770 -2.03990 0.01 0.02 -0.10
C 1.86652 -1.51426 -2.46083 0.01 0.04 -0.09
C 2.22817 -1.59203 -3.79670 -0.06 0.01 0.01
C 1.32998 -2.09673 -4.73175 0.00 -0.01 0.01
C 0.07494 -2.52392 -4.32547 0.02 0.00 0.06
C -0.28112 -2.46959 -2.98193 0.01 -0.03 -0.07
H -4.47474 -3.13942 0.95992 0.04 0.03 0.00
H -3.99286 -5.57599 0.76997 0.02 0.02 0.00
H -1.74156 -6.32809 0.09188 -0.01 0.02 0.00
H 0.03145 -4.69467 -0.38202 -0.02 0.00 0.01
H 2.54370 -3.41929 -0.99087 0.01 -0.03 0.07
H 4.28994 -4.43631 0.41012 -0.01 0.01 0.01
H 4.22982 -4.15921 2.86922 -0.02 0.01 -0.01
H 2.40055 -2.86312 3.91742 -0.01 0.00 -0.01
H 0.66938 -1.82017 2.52446 -0.04 0.04 -0.04
H 2.57104 -1.10562 -1.74331 -0.05 0.01 -0.01
H 3.20831 -1.25475 -4.10967 -0.02 0.00 0.01
H 1.61064 -2.15816 -5.77586 0.00 0.01 0.03
H -0.62850 -2.91332 -5.05044 0.01 0.01 0.02
H -1.25916 -2.82013 -2.67567 0.00 0.02 0.02
O 0.39192 4.22206 -0.90020 0.08 -0.06 -0.14
N 0.37058 3.30962 -0.29023 0.41 0.14 0.18
Br 8.04421 0.50496 2.42535 0.11 -0.03 0.04
C 6.28447 0.87910 1.87506 0.00 0.03 -0.01
C 5.41126 -0.17045 1.63728 -0.16 -0.02 -0.04
C 4.11097 0.10938 1.24464 0.10 -0.03 0.10
C 3.70997 1.43000 1.07087 -0.21 0.01 -0.08
C 4.60069 2.47269 1.29626 0.19 0.02 -0.03
C 5.89337 2.19957 1.71408 -0.11 0.06 -0.04
C 2.32034 1.73499 0.63068 -0.20 -0.75 0.38
O 2.16048 2.79182 -0.04220 -0.23 0.51 -0.19
O 1.38120 0.93813 0.94195 0.44 0.49 -0.11
H 5.74103 -1.19263 1.76258 -0.01 0.01 0.00
H 3.41313 -0.69951 1.07269 -0.03 0.01 0.00
H 4.28302 3.49588 1.14408 0.01 -0.03 0.01
H 6.59254 3.00083 1.90585 0.00 0.00 0.00
```
Positions in Å, forces in eV/Å.


3.
C41H29AsBr2IN3O3W | ωB97M-V/def2-TZVPD

- HOMO (eV) = -13.3
- net charge = +2
- multiplicity = 1
- Kohn-Sham gap (eV) = 4.83
- relative energy (zero: lowest compared OMol25 entry of this formula, charge and spin) (kcal per mole) = 59.22
- E_tot (eV) = -264435.8639

Geometry as XYZ:
```
81
Properties=species:S:1:pos:R:3:forces:R:3
W 0.54862 0.85018 0.47826 4.92 -1.73 -2.17
C -1.55623 0.14633 4.08744 -0.02 0.08 -0.02
C -1.95145 1.32888 3.26268 0.23 0.09 -0.02
N -3.14538 1.87319 3.42212 -0.23 -0.10 0.20
C -3.53901 2.90669 2.68483 0.22 -0.05 -0.01
C -2.77057 3.45136 1.67445 0.04 0.00 -0.44
C -3.30794 4.57710 0.83373 -0.03 0.08 0.07
O -3.31299 4.15653 -0.52660 0.01 -0.06 -0.03
C -1.50674 2.87322 1.41103 -0.45 -0.47 1.11
C -0.74839 3.32990 0.29470 1.09 -0.23 -0.65
N 0.33400 2.72147 -0.18961 -1.23 2.44 0.52
C 1.12940 3.37719 -1.17918 0.55 0.02 -0.71
C 1.21559 4.77195 -1.17036 -0.16 -0.19 0.29
C 2.04752 5.43924 -2.04363 0.01 0.10 0.00
C 2.86978 4.71869 -2.89668 0.02 -0.08 -0.02
C 2.80057 3.33699 -2.90485 -0.05 0.09 0.03
C 1.91219 2.64571 -2.08856 -0.19 -0.24 0.19
I 3.15431 1.24722 1.06471 -0.67 -0.28 -0.48
C -1.08859 1.83724 2.28945 -0.68 1.13 0.37
O 0.17618 1.32383 2.17936 -1.78 0.94 2.51
H -2.34387 -0.07216 4.80222 -0.01 0.01 0.01
H -0.62316 0.33255 4.62199 0.01 -0.01 -0.01
H -1.40709 -0.72366 3.44366 0.01 -0.03 0.04
H -4.52527 3.30084 2.89959 0.01 0.02 0.00
H -2.68323 5.47070 0.96028 -0.04 0.00 0.01
H -4.31095 4.82622 1.18306 0.01 0.00 -0.03
H -3.88943 4.73635 -1.03595 -0.01 0.03 -0.02
H -1.11382 4.20059 -0.23886 0.06 0.00 0.01
H 0.66008 5.33406 -0.42929 0.03 0.05 -0.04
H 2.07721 6.51981 -2.02719 0.05 -0.01 0.01
H 3.56603 5.22734 -3.54910 0.00 0.01 0.01
H 3.45230 2.77120 -3.55852 -0.05 0.04 -0.08
Br -4.19252 0.37203 -0.12278 0.04 0.06 -0.12
C -2.85351 0.65117 -1.41327 -0.01 -0.10 0.66
C -3.15490 1.02639 -2.71207 -0.05 0.00 -0.02
C -2.13942 1.15919 -3.64419 0.01 0.01 -0.18
Br -2.59433 1.65191 -5.40985 0.04 -0.09 0.20
C -0.80155 0.93678 -3.30885 0.09 -0.04 0.25
C 0.30439 0.85514 -4.24784 0.32 0.03 -0.09
C 1.55488 0.87881 -3.79159 -0.15 -0.14 0.00
C 1.83318 1.12109 -2.32478 0.20 0.20 -0.10
N 0.80384 0.50384 -1.47787 -0.45 1.18 0.54
C -0.49870 0.66337 -1.96918 -1.01 -0.51 -0.41
C -1.53298 0.48692 -1.03185 -0.37 -0.06 -1.57
O -1.14860 0.16374 0.24419 -0.77 -0.23 -0.04
H -4.18453 1.19641 -2.99307 0.00 -0.04 -0.02
H 0.08846 0.71980 -5.29868 0.00 0.04 0.00
H 2.40343 0.75185 -4.44926 -0.02 0.02 -0.03
H 2.79737 0.68361 -2.05848 -0.04 -0.04 0.11
C 5.12483 -3.93717 0.80201 -0.03 0.00 -0.05
C 4.23881 -4.09018 -0.25400 0.03 -0.03 0.00
C 3.04132 -3.38908 -0.27258 -0.17 0.12 -0.05
C 2.73729 -2.53567 0.77902 -0.20 0.77 0.06
C 3.62634 -2.37099 1.83718 -0.07 0.08 -0.01
C 4.81860 -3.07605 1.84671 0.05 0.01 0.06
As 0.99461 -1.60641 0.87492 0.73 -4.36 0.16
C 0.19050 -2.77711 2.23925 -0.19 0.67 0.15
C 0.44908 -2.76678 3.59951 0.11 0.12 -0.07
C -0.20636 -3.67576 4.41786 0.02 -0.01 0.05
C -1.10791 -4.57744 3.86984 -0.03 -0.03 -0.06
C -1.35386 -4.59070 2.50458 0.03 -0.02 -0.04
C -0.70905 -3.68542 1.67035 0.08 0.23 0.01
C -0.85109 -3.60237 0.20501 0.11 0.23 0.01
C -1.68480 -4.38841 -0.58109 0.02 -0.03 0.05
C -1.68283 -4.24326 -1.96053 -0.02 -0.04 0.02
C -0.83685 -3.32941 -2.57218 0.01 -0.01 -0.01
C -0.01091 -2.52657 -1.79700 0.07 0.03 0.03
C -0.03375 -2.64957 -0.41589 -0.05 0.34 -0.19
H 6.05503 -4.48889 0.80948 0.00 0.00 0.01
H 4.47290 -4.76064 -1.07001 0.01 0.00 0.01
H 2.35076 -3.51839 -1.09513 0.03 -0.05 0.00
H 3.39289 -1.69965 2.65634 0.02 -0.04 0.03
H 5.50808 -2.95407 2.67142 0.00 -0.01 0.00
H 1.15945 -2.06786 4.02482 -0.04 0.01 0.03
H -0.01601 -3.67961 5.48262 0.02 0.00 -0.01
H -1.61982 -5.28362 4.50946 0.01 0.00 0.01
H -2.04181 -5.31493 2.08889 -0.01 0.00 0.02
H -2.33282 -5.12195 -0.11995 0.00 -0.01 -0.01
H -2.33297 -4.86269 -2.56381 0.00 0.00 0.01
H -0.81336 -3.24950 -3.65108 0.00 0.01 0.01
H 0.66948 -1.83857 -2.28177 -0.02 0.05 -0.03
```
Positions in Å, forces in eV/Å.